## a
9
Properties=species:S:1:pos:R:3 method="wB97M-V/def2-TZVPD" charge=0 lumo_ev="-1.65 / -1.60" orbital_gap_ev="9.366 / 9.379"
C -0.08 -0.34 -0.74
C 0.12 0.64 1.43
O -0.06 -2.09 -3.68
O 0.19 -1.24 -1.51
O 0.47 -0.33 0.48
H -0.57 0.58 -1.05
H 0.72 0.74 2.35
H -0.94 0.41 1.81
H 0.16 1.61 0.92

---

## b
9
Properties=species:S:1:pos:R:3 method="wB97M-V/def2-TZVPD" smiles="C=C=O.OO" charge=0 lumo_ev=0.75 orbital_gap_ev=10.237
C 0.16 0.61 -1.21
C -0.79 1.52 -1.16
O 1.00 -0.21 -1.24
O 1.29 -1.46 1.47
O -0.01 -0.94 1.64
H -0.80 2.44 -1.67
H -1.57 1.20 -0.43
H -0.55 -1.55 2.16
H 1.27 -1.60 0.45

---

It is a that is the least stable of them.

---

## a
9
Properties=species:S:1:pos:R:3 method="wB97M-V/def2-TZVPD" smiles="O=C(O)CO" charge=0 lumo_ev=0.16 orbital_gap_ev=10.535
C 0.81 -0.76 0.01
C -0.63 -0.11 0.14
H 1.32 1.12 -0.30
H 1.05 -1.20 1.06
H 1.12 -1.70 -0.74
H -1.45 1.42 -0.48
O 1.86 0.24 -0.06
O -0.58 1.11 0.09
O -1.67 -0.65 -0.09

---

## b
9
Properties=species:S:1:pos:R:3 method="wB97M-V/def2-TZVPD" charge=0 lumo_ev=0.44 orbital_gap_ev=9.828
C 0.22 0.81 -0.07
C -1.59 -1.78 0.26
O 0.52 -0.60 -0.39
O -0.80 1.39 -0.49
O -2.57 -1.53 -0.23
H 0.50 1.02 1.08
H 1.03 1.47 -0.60
H -0.61 -0.87 -0.79
H -1.57 0.86 -0.77

---

## c
9
Properties=species:S:1:pos:R:3 method="wB97M-V/def2-TZVPD" smiles=CC1(O)OO1 charge=0 lumo_ev=0.80 orbital_gap_ev=11.579
C -0.07 -0.41 -0.16
C 0.50 0.77 0.57
O -0.39 -1.55 0.57
O 0.73 -1.48 -0.34
O -0.99 0.04 -1.34
H 1.13 0.44 1.38
H -0.36 1.36 0.69
H 1.26 1.21 -0.12
H -1.82 -0.38 -1.24

---

It is c that is the least stable of them.

---

## a
9
Properties=species:S:1:pos:R:3 method="wB97M-V/def2-TZVPD" smiles=OC1(O)CO1 charge=0 lumo_ev=0.69 orbital_gap_ev=11.216
C 0.92 0.42 -0.13
C -0.42 0.12 0.35
O 0.50 0.58 1.23
O -1.62 0.97 0.00
O -0.91 -1.15 0.49
H 1.60 -0.41 -0.30
H 1.12 1.34 -0.65
H -2.39 0.44 0.20
H -0.45 -1.63 1.18

---

## b
9
Properties=species:S:1:pos:R:3 method="wB97M-V/def2-TZVPD" smiles="C=C=O.OO" charge=0 lumo_ev=0.29 orbital_gap_ev=9.444
C 0.83 -0.99 0.53
C 1.54 -0.01 -0.07
O -0.94 0.50 -0.20
O -2.19 1.22 -0.25
O 2.51 0.42 -0.57
H -2.78 0.56 -0.64
H 0.22 -1.66 -0.05
H 0.80 -1.08 1.60
H 0.00 1.03 -0.34

---

It is b that is the least stable of them.

---

## a
65
Properties=species:S:1:pos:R:3 method="wB97M-V/def2-TZVPD" charge=0 lumo_ev=0.11 orbital_gap_ev=7.829
Pd -1.92 0.77 0.29
F -2.02 -3.09 4.02
C -2.67 -2.42 3.05
C -2.03 -1.37 2.41
C -2.67 -0.67 1.41
C -3.96 -1.09 1.01
C -4.57 -2.14 1.69
F -5.80 -2.55 1.35
C -3.95 -2.82 2.73
C -4.50 -0.45 -0.20
C -5.74 -0.65 -0.80
C -6.04 0.02 -1.97
C -5.11 0.89 -2.53
C -3.90 1.06 -1.88
N -3.61 0.41 -0.76
H -1.00 -1.18 2.69
H -4.45 -3.63 3.24
H -6.45 -1.32 -0.35
H -7.00 -0.13 -2.44
H -5.31 1.42 -3.44
H -3.13 1.73 -2.24
O -1.13 2.15 -1.08
C 0.00 2.80 -0.61
C 0.25 2.58 0.86
C 1.15 3.38 1.56
C 1.34 3.18 2.90
C 0.63 2.17 3.54
C -0.24 1.41 2.79
N -0.42 1.59 1.47
H -0.66 1.40 -2.17
H -0.07 3.89 -0.77
H 0.91 2.47 -1.14
H 1.66 4.17 1.02
H 2.03 3.80 3.46
H 0.73 1.98 4.60
H -0.84 0.64 3.25
Cl 1.18 -2.84 1.25
C 2.16 -1.46 1.64
C 2.52 -1.26 2.96
C 3.32 -0.18 3.30
C 3.70 0.71 2.32
C 3.31 0.52 1.00
Cl 3.70 1.75 -0.15
C 2.56 -0.60 0.61
N 2.16 -0.83 -0.70
C 3.01 -0.92 -1.80
C 4.39 -0.93 -1.64
C 5.24 -0.97 -2.73
C 4.73 -1.00 -4.01
C 3.35 -1.03 -4.18
C 2.47 -1.00 -3.10
C 0.99 -1.18 -3.41
C 0.02 -0.37 -2.57
O -0.55 -0.87 -1.61
O -0.13 0.87 -2.94
H 2.18 -1.97 3.71
H 3.62 -0.03 4.32
H 4.30 1.58 2.56
H 1.24 -1.25 -0.79
H 4.81 -0.92 -0.64
H 6.32 -0.97 -2.57
H 5.38 -1.02 -4.87
H 2.94 -1.08 -5.18
H 0.72 -2.23 -3.28
H 0.84 -0.91 -4.45

---

## b
65
Properties=species:S:1:pos:R:3 method="wB97M-V/def2-TZVPD" charge=0 lumo_ev=0.10 orbital_gap_ev=7.877
Pd 1.54 0.69 -1.14
F 6.25 2.61 -2.73
C 5.53 1.57 -2.27
C 4.18 1.73 -2.04
C 3.45 0.66 -1.56
C 4.08 -0.58 -1.32
C 5.45 -0.68 -1.57
F 6.10 -1.84 -1.34
C 6.20 0.38 -2.04
C 3.21 -1.64 -0.82
C 3.55 -2.96 -0.54
C 2.58 -3.83 -0.09
C 1.28 -3.39 0.07
C 1.00 -2.07 -0.23
N 1.93 -1.22 -0.66
H 3.73 2.70 -2.22
H 7.26 0.27 -2.22
H 4.57 -3.28 -0.67
H 2.84 -4.86 0.13
H 0.48 -4.03 0.42
H 0.00 -1.67 -0.11
O 1.29 2.68 -1.83
C 0.18 3.43 -1.31
C -1.01 3.20 -2.19
C -2.32 3.32 -1.75
C -3.34 3.06 -2.65
C -3.02 2.68 -3.94
C -1.68 2.58 -4.29
N -0.70 2.85 -3.43
H 1.06 2.58 -2.78
H 0.47 4.49 -1.31
H -0.01 3.11 -0.29
H -2.53 3.59 -0.72
H -4.37 3.13 -2.34
H -3.78 2.45 -4.67
H -1.38 2.28 -5.28
Cl -3.81 1.42 3.34
C -2.34 0.89 4.10
C -2.12 1.21 5.43
C -0.95 0.79 6.04
C -0.01 0.06 5.33
C -0.25 -0.24 4.00
Cl 0.96 -1.12 3.12
C -1.42 0.15 3.35
N -1.67 -0.14 2.00
C -2.13 -1.37 1.55
C -2.18 -2.49 2.39
C -2.62 -3.71 1.91
C -3.00 -3.85 0.59
C -2.99 -2.73 -0.24
C -2.58 -1.49 0.22
C -2.66 -0.28 -0.69
C -1.29 0.04 -1.28
O -0.50 0.70 -0.48
O -0.98 -0.34 -2.40
H -2.86 1.78 5.96
H -0.78 1.03 7.08
H 0.91 -0.26 5.80
H -1.27 0.47 1.29
H -1.87 -2.39 3.42
H -2.64 -4.56 2.58
H -3.33 -4.81 0.20
H -3.32 -2.82 -1.27
H -3.02 0.57 -0.12
H -3.34 -0.49 -1.51

---

It is b that is the least stable of them.

---

## a
49
Properties=species:S:1:pos:R:3 method="wB97M-V/def2-TZVPD" smiles="CSCC[C@@H](NC(=O)OCc1ccccc1)C(=O)NCc1cccnc1" charge=0 lumo_ev=0.73 orbital_gap_ev=9.356
C 2.05 6.48 -1.15
H 2.91 5.94 -0.77
H 1.45 6.87 -0.33
H 2.38 7.30 -1.78
S 1.04 5.40 -2.18
C 0.37 4.27 -0.92
C 1.43 3.36 -0.32
C 0.82 2.27 0.54
N 0.04 1.35 -0.28
C -0.87 0.50 0.25
O -1.20 0.47 1.41
O -1.35 -0.31 -0.70
C -2.33 -1.27 -0.28
C -2.49 -2.29 -1.37
C -3.64 -2.35 -2.13
C -3.77 -3.28 -3.14
C -2.74 -4.17 -3.40
C -1.58 -4.11 -2.65
C -1.45 -3.18 -1.64
H -0.55 -3.14 -1.04
H -0.77 -4.80 -2.85
H -2.84 -4.90 -4.19
H -4.68 -3.32 -3.73
H -4.45 -1.66 -1.93
H -1.98 -1.74 0.65
H -3.27 -0.75 -0.07
H 0.35 1.19 -1.22
H 0.14 2.69 1.29
C 1.91 1.44 1.26
O 3.06 1.37 0.86
N 1.44 0.79 2.34
H 0.44 0.79 2.48
C 2.17 -0.31 2.95
C 1.49 -1.60 2.59
C 1.38 -1.99 1.25
N 0.73 -3.06 0.85
C 0.14 -3.81 1.76
C 0.19 -3.54 3.12
C 0.87 -2.40 3.54
H 0.92 -2.14 4.58
H -0.30 -4.18 3.83
H -0.39 -4.67 1.38
H 1.85 -1.40 0.47
H 2.19 -0.17 4.03
H 3.19 -0.27 2.55
H 2.02 2.90 -1.12
H 2.12 3.94 0.30
H -0.39 3.69 -1.44
H -0.11 4.88 -0.15

---

## b
49
Properties=species:S:1:pos:R:3 method="wB97M-V/def2-TZVPD" smiles="Cc1ccccc1NS(=O)(=O)c1ccc(NC(=O)N2CCCCC2)cc1" charge=0 lumo_ev=0.53 orbital_gap_ev=9.263
C -3.93 1.37 2.05
C -3.73 1.58 0.58
C -3.32 2.80 0.08
C -3.12 3.00 -1.27
C -3.32 1.95 -2.16
C -3.74 0.72 -1.69
C -3.95 0.53 -0.32
N -4.36 -0.74 0.11
S -3.35 -2.05 -0.21
O -3.83 -3.11 0.63
O -3.27 -2.26 -1.62
C -1.78 -1.46 0.41
C -0.95 -0.72 -0.42
C 0.21 -0.17 0.09
C 0.55 -0.36 1.43
C -0.32 -1.09 2.26
C -1.48 -1.63 1.75
H -2.15 -2.20 2.36
H -0.06 -1.22 3.30
N 1.71 0.16 1.97
C 2.75 0.80 1.28
O 3.18 1.87 1.67
N 3.26 0.14 0.22
C 3.06 -1.28 -0.04
H 2.72 -1.76 0.87
C 4.38 -1.90 -0.51
C 4.82 -1.28 -1.84
C 4.37 0.18 -1.94
H 3.39 0.24 -2.41
C 4.29 0.80 -0.55
H 5.26 0.73 -0.04
H 4.03 1.86 -0.61
H 5.07 0.75 -2.55
H 5.91 -1.35 -1.92
H 4.40 -1.85 -2.67
H 4.25 -2.97 -0.61
H 5.13 -1.72 0.26
H 2.29 -1.43 -0.81
H 1.64 0.46 2.93
H 0.83 0.44 -0.54
H -1.23 -0.59 -1.45
H -4.68 -0.78 1.06
H -3.90 -0.11 -2.35
H -3.16 2.10 -3.21
H -2.79 3.96 -1.63
H -3.16 3.62 0.77
H -3.31 0.55 2.42
H -4.97 1.15 2.28
H -3.66 2.27 2.60

---

It is b that is the least stable of them.